Entry 1:
16
Properties=species:S:1:pos:R:3:forces:R:3 method="wB97M-V/def2-TZVPD" smiles="[H]/N=C1/CC=CCO1.[H][H]" de_lowest_kcal_mol=70.2 homo_lumo_gap_ev=10.47 charge=0
N 0.198598 -2.067227 1.611601 -0.16 0.19 -0.32
C -0.189664 -1.140111 0.845580 0.03 -0.06 0.30
C -0.124476 0.303924 1.280685 -0.14 0.02 -0.03
C -0.196652 1.292464 0.156467 -0.83 0.03 -0.14
C -0.483934 0.917891 -1.084813 -0.20 0.01 0.22
C -0.490774 -0.539070 -1.444668 -0.10 0.12 -0.14
O -0.805319 -1.396569 -0.345832 0.01 -0.10 0.05
H 0.027988 -2.970297 1.164868 0.04 0.05 0.05
H -1.027170 0.507422 1.867679 0.08 -0.19 0.23
H 0.724836 0.423675 1.964230 -0.10 0.11 -0.31
H 2.107339 1.169806 0.031218 0.61 -0.11 -0.31
H -0.011031 2.334633 0.412552 -0.34 -0.14 -0.09
H -0.604932 1.650956 -1.878180 0.11 -0.16 0.03
H 1.608510 1.123745 -0.529075 1.13 0.03 0.35
H 0.494399 -0.855533 -1.832789 -0.15 0.23 0.00
H -1.227716 -0.755707 -2.219526 0.02 -0.04 0.11

Entry 2:
90
Properties=species:S:1:pos:R:3:forces:R:3 method="wB97M-V/def2-TZVPD" spin_multiplicity=4 homo_lumo_gap_ev="3.78 / 5.52" charge=0 s2=3.7757
Co 11.676560 9.249049 8.338509 0.15 0.26 0.12
C 16.969418 8.635661 7.141669 -0.94 -0.75 -0.26
N 15.824627 8.850499 8.043928 -0.62 0.55 -0.30
C 16.109507 8.921255 9.479076 0.87 -0.60 -0.18
C 14.566483 9.248467 7.598212 -0.94 1.05 2.49
N 13.624700 9.795758 8.363886 1.58 0.39 -0.42
C 13.802014 10.502048 9.668653 0.32 0.37 -1.85
C 12.807892 11.653446 9.842304 0.75 0.54 1.22
N 11.467791 11.370276 9.314886 -0.47 2.47 1.19
C 10.813481 12.662015 8.871602 0.58 -1.01 -1.73
C 11.451685 13.129234 7.530374 1.45 -1.48 1.49
N 10.914188 14.288915 7.058010 -1.99 3.02 -1.51
C 11.232243 15.459291 6.621818 -0.77 -3.15 0.27
N 10.464152 15.969543 5.589951 0.05 -0.82 0.19
C 9.587518 14.979083 4.927938 0.03 0.61 -0.26
C 10.334327 17.382975 5.493484 0.70 2.34 -0.40
N 12.210889 16.187469 7.211541 2.12 1.45 0.23
C 13.321396 16.896937 6.491175 -2.26 1.49 0.20
C 12.455763 15.833072 8.598492 0.72 -0.51 -0.18
C 10.540941 10.962570 10.399616 0.19 -0.27 -0.42
C 9.313845 10.296966 9.769628 -0.74 -1.24 -0.96
N 9.728440 9.544879 8.528845 -1.48 -0.25 0.31
C 8.826638 8.916557 7.830327 0.20 1.87 0.62
N 9.141486 8.247001 6.696327 1.18 -0.15 -0.82
C 10.244203 8.651630 5.863954 0.73 -1.12 0.86
C 8.463481 7.046409 6.305653 -0.71 -0.11 -0.95
N 7.438522 9.053459 7.997706 -1.37 -1.88 2.02
C 6.746124 10.231455 7.570029 0.37 -0.42 -0.34
C 6.757687 8.081748 8.910664 0.08 0.38 -1.92
N 14.185589 8.948382 6.334148 1.27 -1.40 -2.14
C 14.760670 7.795639 5.600176 0.20 0.71 0.69
C 13.480609 9.864688 5.468400 -1.29 -0.15 0.42
H 17.851245 8.762283 7.731876 0.65 0.04 0.29
H 16.945280 7.572875 6.730975 0.43 1.52 0.41
H 17.009756 9.378877 6.326271 -0.18 -0.43 0.22
H 16.910618 8.163254 9.608007 -0.33 0.59 0.42
H 16.469741 9.940737 9.820362 -0.27 -1.25 -0.33
H 15.239582 8.581217 10.065125 0.48 0.28 -0.35
H 13.617110 9.828452 10.456152 -0.28 -1.18 0.96
H 14.802117 10.910571 9.840384 -0.20 0.10 -0.18
H 12.813540 11.833566 10.971863 -0.34 -0.03 -1.12
H 13.255370 12.588443 9.436698 -0.58 -0.66 -0.09
H 9.778716 12.362898 8.654910 0.20 0.63 0.17
H 10.857977 13.456762 9.653134 0.01 -0.47 -0.41
H 12.551726 13.052323 7.724660 -0.30 0.42 -0.51
H 11.235286 12.425672 6.725744 0.15 -0.91 0.40
H 9.067700 14.374887 5.665473 0.01 -0.01 0.04
H 8.838527 15.461492 4.289734 0.31 0.28 0.17
H 10.178834 14.315431 4.282722 -0.07 0.10 0.25
H 9.573949 17.737703 4.750872 0.79 -0.71 0.41
H 10.054178 17.909980 6.448315 0.19 -0.74 -0.55
H 11.363344 17.811108 5.212243 -1.68 -0.16 0.13
H 13.169493 16.656502 5.449687 0.44 -0.06 -0.38
H 13.212088 18.038322 6.579144 0.07 -1.47 0.00
H 14.321810 16.671889 6.824256 0.13 -0.63 0.23
H 11.505308 15.820180 9.136915 0.20 -0.13 0.02
H 12.996939 14.840918 8.731332 -0.61 1.18 -0.06
H 13.075641 16.638365 8.972780 0.19 0.00 0.50
H 11.061979 10.248397 11.034588 -0.03 -0.06 0.17
H 10.245603 11.868173 10.983124 0.13 -0.73 -0.02
H 8.854403 9.564570 10.480947 0.37 0.64 -0.40
H 8.527323 11.007912 9.486131 0.16 0.03 0.31
H 11.090858 8.943631 6.499549 -0.05 0.02 -0.28
H 10.573834 7.747634 5.323796 0.03 0.68 -0.11
H 10.001760 9.467934 5.210669 -0.24 0.46 -0.59
H 8.234068 6.413459 7.156232 -0.23 0.01 0.14
H 7.525345 7.306552 5.735048 0.72 -0.67 0.40
H 9.159977 6.432758 5.684213 -0.71 0.56 0.30
H 6.306191 10.826064 8.371066 0.10 0.16 0.25
H 7.469620 10.818460 7.007483 -0.21 0.34 -0.08
H 5.944899 9.913881 6.908671 -0.35 0.28 -0.29
H 5.726748 7.783371 8.551868 0.82 0.91 0.42
H 7.300892 7.152130 8.767631 0.21 -0.10 0.72
H 6.775316 8.442923 9.932547 -0.28 -0.25 0.36
H 15.202572 7.123700 6.309907 0.15 -0.22 0.31
H 13.979626 7.199511 5.170061 -0.47 0.10 -0.69
H 15.535919 8.058446 4.856561 -0.47 0.12 0.16
H 14.049141 10.068899 4.553602 0.08 0.19 0.23
H 12.497448 9.434408 5.166461 0.74 0.17 -0.02
H 13.218475 10.752259 6.050122 0.28 0.10 -0.28
C 12.699870 5.971283 7.146454 -1.61 1.22 -0.64
O 12.322955 6.331115 8.437784 1.44 -3.04 0.20
C 11.587185 7.390188 8.812605 -0.16 1.71 -1.01
C 10.860543 7.026720 10.030973 0.54 -1.25 0.79
H 13.717205 5.661809 7.197328 0.91 -0.35 -0.15
H 12.607132 6.856597 6.448895 -0.08 -0.88 0.70
H 12.087687 5.115556 6.735498 0.32 0.72 0.38
H 10.028072 6.364231 9.742553 -0.34 -0.08 0.47
H 10.515398 7.938616 10.490927 -0.47 0.06 0.50
H 11.512502 6.433810 10.760991 -0.72 0.66 -0.58

Entry 3:
42
Properties=species:S:1:pos:R:3:forces:R:3 method="wB97M-V/def2-TZVPD" homo_lumo_gap_ev=7.09 charge=-1
C -1.411231 0.267645 0.988189 1.01 0.55 0.11
C -0.591176 0.721323 -0.212049 -1.52 -0.20 -0.50
C -1.603769 0.760264 -1.404524 -0.02 0.47 0.49
C -1.970759 -0.614622 -1.924810 -0.29 -0.30 -0.24
C -2.886951 -0.531658 -3.139928 0.11 -0.78 -0.30
C -3.298494 -1.943171 -3.610146 0.06 0.12 0.09
O -4.689935 -2.214043 -3.483117 0.03 0.01 -0.16
O 0.495314 -0.156347 -0.645450 0.09 -0.13 -0.08
C 1.130135 0.557255 -1.598020 -0.58 0.14 0.91
O 1.806507 0.109703 -2.451944 0.90 -0.46 -0.98
O 0.892825 1.880894 -1.430989 0.00 0.65 0.00
C 0.210555 1.998346 -0.149857 1.03 -0.29 0.20
C 1.402581 2.094655 0.858765 -0.66 0.08 0.32
C 1.252575 1.406910 2.197241 0.23 -0.29 0.16
O 0.366851 1.648423 2.974694 -0.15 0.41 0.15
C 2.331406 0.422544 2.564689 0.10 -0.15 0.04
C 3.376003 0.817918 3.394444 0.18 -0.27 0.04
C 4.387736 -0.083840 3.713975 -0.34 -0.15 -0.35
C 4.341709 -1.373285 3.199480 -0.05 -0.26 -0.10
C 3.285005 -1.787587 2.391790 -0.15 0.69 0.09
C 2.276738 -0.881332 2.073735 0.20 0.09 0.11
H -2.341096 -0.215034 0.671832 -0.09 -0.73 0.22
H -0.821779 -0.339909 1.669375 -0.14 -0.24 0.07
H -1.672818 1.173089 1.537065 -0.05 0.05 0.10
H -2.520480 1.190415 -1.000781 -0.10 0.15 0.05
H -1.279240 1.433501 -2.201398 0.16 -0.12 -0.12
H -2.515857 -1.180267 -1.156696 0.00 0.10 0.27
H -1.101794 -1.205006 -2.217912 0.25 0.13 0.03
H -3.802653 0.006677 -2.901662 -0.04 0.25 0.03
H -2.374108 -0.065439 -3.984063 -0.05 0.44 0.05
H -2.988003 -2.114504 -4.647190 0.02 0.04 -0.08
H -2.785313 -2.680116 -3.000550 -0.07 -0.17 0.13
H -5.143766 -1.507480 -3.950792 -0.13 -0.02 0.07
H -0.379811 2.899397 -0.051983 -0.24 0.08 -0.61
H 2.317685 1.766923 0.381733 0.05 -0.14 -0.13
H 1.527952 3.150300 1.098169 0.11 0.14 0.00
H 3.413081 1.817787 3.802128 -0.09 0.14 -0.03
H 5.212689 0.210548 4.343101 0.07 0.09 0.10
H 5.133537 -2.075536 3.422401 0.07 0.00 0.08
H 3.237636 -2.785704 1.988256 0.07 -0.17 0.03
H 1.442456 -1.165558 1.449802 0.01 -0.12 -0.12
F -3.661942 -1.414082 0.442996 0.02 0.13 -0.13

Entry 4:
45
Properties=species:S:1:pos:R:3:forces:R:3 method="wB97M-V/def2-TZVPD" de_lowest_kcal_mol=28.8 homo_lumo_gap_ev=1.46 charge=-3
Hg 0.122125 1.321521 -0.080101 2.58 3.22 -2.06
O -0.837982 3.197769 -0.811533 -0.78 -0.49 -0.01
H -1.798481 3.100471 -0.746350 0.04 0.02 0.10
O 2.072847 2.250268 0.670331 -0.50 -1.14 0.52
H 2.320270 1.475805 1.199337 0.24 0.25 0.13
O 2.272195 3.918564 -2.681437 0.41 -0.67 -1.27
C 1.786222 3.153016 -3.712678 0.84 1.54 2.64
C 1.555060 1.601714 -3.422256 -0.02 -0.68 1.88
O 1.505796 1.090872 -2.106549 -0.82 -0.01 -0.90
H 2.476853 3.182331 -4.589498 0.08 -0.27 -0.76
H 0.841390 3.654730 -3.998405 -0.70 -0.55 -0.61
H 2.386561 1.002090 -3.832545 0.22 0.29 -0.93
H 0.623528 1.421088 -4.003206 -0.25 -0.45 -0.34
C -0.807008 1.595921 4.736818 -2.03 0.85 -1.10
F -1.285317 2.238131 5.859083 1.06 -0.14 -0.33
F 0.431474 1.177257 4.921897 -0.02 -0.18 0.50
F -1.644575 0.535452 4.636720 0.38 -0.72 0.06
S -1.003228 2.686780 3.176045 2.27 1.30 -1.52
O -0.907125 1.831158 1.977036 -1.37 0.17 3.08
O -2.281030 3.361654 3.377760 0.29 -0.79 0.24
O 0.194392 3.513566 3.342255 -1.41 -0.53 0.53
C 1.815258 -1.569628 0.921972 -0.26 -1.24 -0.20
O 0.937122 -0.770272 1.116931 0.35 -0.26 0.04
N 2.139707 -2.543067 1.827368 0.11 0.11 1.59
C 3.218868 -3.496920 1.654342 -0.58 0.40 -0.48
C 1.578377 -2.481457 3.159460 0.33 0.28 0.54
H 2.361297 -1.808075 -0.004173 -0.09 0.98 -0.41
H 2.817729 -4.319634 1.054866 0.56 -0.24 -0.07
H 3.523513 -3.874055 2.628318 0.02 0.00 0.01
H 4.081665 -3.020290 1.186981 0.01 -0.21 -0.18
H 0.745156 -1.782992 3.188798 -0.24 -0.32 -0.18
H 1.351409 -3.483495 3.534292 -0.49 -0.01 -0.25
H 2.288289 -2.090320 3.901448 0.25 0.14 -0.21
C -2.385387 -1.065344 -0.867199 -0.88 0.55 -0.32
O -1.491360 -0.315917 -0.592645 -0.18 -1.11 0.11
N -2.799847 -1.346836 -2.134507 0.38 -1.27 -0.12
C -4.058433 -1.944197 -2.429385 -1.16 -0.28 -0.54
C -2.050325 -0.974811 -3.305174 -0.01 1.06 -0.61
H -3.075996 -1.521656 -0.133719 0.17 -0.03 0.24
H -4.666168 -2.322958 -1.604797 0.38 0.63 0.55
H -4.060119 -2.830438 -3.080238 0.81 0.07 -0.18
H -4.642326 -1.204257 -2.993004 -0.30 -0.06 0.17
H -2.653967 -0.256976 -3.875950 0.17 0.21 0.05
H -1.104120 -0.491661 -3.053906 0.02 -0.03 0.16
H -1.894314 -1.794906 -4.012805 0.11 -0.37 0.42

Entry 5:
15
Properties=species:S:1:pos:R:3:forces:R:3 method="wB97M-V/def2-TZVPD" smiles="[H][H].CC=O.C=C" de_lowest_kcal_mol=54.0 homo_lumo_gap_ev=11.09 charge=0
C -2.071470 -0.006943 0.135395 0.06 0.11 0.10
C -1.406705 0.935083 0.796326 -0.10 -0.10 -0.08
C 1.305144 -0.343660 -0.383623 0.11 -0.12 0.28
C 1.779811 1.073448 -0.550038 0.00 0.03 0.09
O 1.439219 -0.986515 0.632155 -0.01 0.31 -0.45
H -0.584106 -3.223555 0.202686 0.04 0.00 0.00
H -2.807740 0.237092 -0.626979 0.11 0.00 0.12
H -1.909063 -1.062918 0.338575 0.00 0.18 -0.03
H -1.567652 1.993447 0.603165 -0.01 -0.15 0.02
H -0.673063 0.680229 1.557871 -0.12 0.03 -0.11
H 0.816256 -0.793709 -1.273523 0.05 0.00 0.11
H 0.984858 1.687454 -0.987020 0.10 -0.11 0.05
H 2.087560 1.479996 0.415880 -0.02 -0.04 -0.14
H 2.630839 1.094184 -1.242103 -0.13 -0.04 0.07
H -0.023888 -2.763632 0.381233 -0.08 -0.09 -0.01